# 1
Formula: C17H28NO3
Source: the Open Molecules 2025 dataset
Level of theory: ωB97M-V/def2-TZVPD

```
49
Properties=species:S:1:pos:R:3:forces:R:3:nbo_charge:R:1
C -4.7525 -1.2132 1.2118 3.1801 -6.2565 -6.2829 -0.58
C -3.5997 -0.4848 0.3564 -3.9339 -4.1480 4.0318 0.03
C -2.4867 -1.0648 -0.1690 -4.6293 -9.2048 5.3191 -0.31
C -1.6441 -0.5025 -0.9081 2.7331 0.7638 -2.2726 0.28
C -1.8061 0.7175 -1.2620 -5.6618 9.1139 2.2894 -0.30
C -2.9807 1.4964 -0.5595 2.1713 0.0212 -2.2486 0.11
C -3.9655 0.7577 0.2922 5.2540 6.9153 -5.5054 -0.27
H -4.7535 1.4340 0.3937 -1.8500 -0.1438 1.4535 0.25
C -3.1449 3.0731 -0.9579 4.1122 -1.0141 7.7192 -0.61
H -3.8923 3.1673 -1.5460 -5.3770 0.6713 -3.9069 0.20
H -3.3671 3.7740 0.0833 0.4758 -2.1779 -2.8952 0.21
H -2.3055 3.5720 -1.4174 0.5980 -0.4452 -0.0683 0.22
H -1.0624 1.2185 -1.8151 0.4033 0.7926 -0.7742 0.21
O -0.5225 -0.9514 -1.3779 4.7812 -5.1610 -2.4373 -0.53
C -0.3045 -2.4319 -1.3699 -3.6603 0.9755 6.0581 -0.09
C 0.2209 -2.8279 0.2816 3.4744 1.1817 -4.8078 0.07
O 1.5430 -3.6562 0.0578 -0.8979 7.8977 2.7287 -0.74
H 1.3111 -4.4514 -0.2054 -1.8677 -6.2674 -1.9765 0.46
C 0.6698 -1.4670 0.9874 -7.0752 -8.9123 9.9023 -0.27
N 1.3051 -0.4653 0.4796 2.6387 6.3024 -7.0708 -0.56
H 0.8474 -0.4549 -0.6753 0.6386 0.4371 3.3461 0.51
C 1.0636 0.9101 1.1529 6.3805 -0.8746 -2.6122 -0.22
H 0.1162 1.1790 1.1260 -4.6480 0.6912 0.1358 0.20
H 1.5586 0.8321 2.1704 -0.5231 0.5189 -1.3784 0.23
C 1.9089 2.0432 -0.0947 8.7249 -2.2103 17.4311 0.20
C 1.9134 3.2687 0.7876 -2.8738 2.1053 -1.7582 -0.63
H 2.3083 3.0378 1.7751 0.5532 0.4305 -0.3909 0.24
H 2.4003 4.1271 0.1525 -0.8290 -1.2444 1.8841 0.24
H 0.7155 3.5227 1.0080 3.1316 -0.2313 -0.7742 0.21
O 3.3012 1.4866 0.0814 -2.0948 5.2729 -1.9536 -0.50
C 3.4643 0.3880 -0.6691 0.4627 -3.8778 1.7040 0.04
C 4.9172 -0.0015 -0.8659 -1.6042 1.4711 6.9730 -0.59
H 5.1655 -0.8836 -1.2150 0.4211 -4.3684 -2.5314 0.23
H 5.3823 -0.1149 0.2238 -0.8237 0.7122 -1.9819 0.21
H 5.3711 0.7567 -1.3116 2.3002 3.1784 -2.1064 0.23
C 2.8147 -0.6218 0.2470 0.2055 -7.0880 0.8564 -0.23
H 2.9095 -1.7924 -0.4369 -0.4011 3.3198 2.5845 0.25
H 3.2239 -0.8390 1.4699 -0.6408 0.9487 -4.0045 0.26
H 2.9753 0.3450 -1.6071 -0.8186 0.4411 -1.2315 0.18
H 1.3204 2.0299 -0.7554 -7.1120 -0.6202 -10.8393 0.14
H 1.2058 -1.9859 2.0873 -1.0621 1.8925 -3.1853 0.26
H -0.5287 -1.0807 1.6125 3.7031 -0.9017 -2.2242 0.27
H -0.5274 -3.4611 0.7328 0.0250 0.3516 0.7217 0.22
H 0.4105 -2.7992 -1.9723 2.6110 -0.3309 -2.4258 0.21
H -1.2968 -2.9399 -1.5312 1.1321 0.5954 -0.0997 0.21
H -2.3998 -2.2787 0.0341 -0.2562 3.3106 -0.2888 0.20
H -5.1420 -0.6956 1.9514 -1.5424 2.7086 3.4556 0.20
H -4.2735 -2.2674 1.6132 -1.6859 2.4520 -0.9487 0.20
H -5.5875 -1.4043 0.3529 1.7570 0.0051 2.3872 0.23
```
Forces are in eV/Å.

- total charge = +1
- HOMO level (hartree) = -0.4293
- 2S+1 = 1
- ΔE to the lowest compared entry with this formula, charge and spin (kcal/mol) = 391.7

=====

# 2
Formula: C17H29BF8NO5
Source: the Open Molecules 2025 dataset
Level of theory: ωB97M-V/def2-TZVPD

```
61
Properties=species:S:1:pos:R:3:forces:R:3:nbo_charge:R:1
C -0.0460 2.1120 5.2576 -1.7361 0.3746 -0.9112 -0.37
C -1.0494 2.5827 4.4249 1.0258 -0.5165 0.4315 -0.24
C -0.8148 3.0328 2.9010 -0.4785 2.4523 3.9887 -0.30
N -0.6008 1.7931 2.1267 1.3869 -0.7107 0.2197 -0.38
C 0.9016 1.5886 2.0193 2.5828 -1.0837 0.1383 -0.27
C 1.3285 0.5272 0.9255 -0.8261 -0.3095 0.4260 0.09
C 2.8462 0.0782 1.0918 -0.2815 -0.4145 1.0994 -0.42
C 2.9547 -1.5176 1.2138 -0.3103 0.3653 0.2233 -0.43
C 2.2171 -2.0747 2.5025 -1.1947 0.1592 -0.8639 -0.06
O 2.5687 -3.4510 2.7862 -0.6448 1.2487 -0.0472 -0.70
O 1.0055 1.0509 -0.3886 -0.2779 0.3828 0.9728 -0.54
C -0.1112 1.9550 -0.3596 -0.8625 0.4858 0.5796 -0.08
C -1.1856 1.5908 0.7857 0.5061 -0.6423 -3.1862 -0.47
B -2.6459 2.1923 0.4508 -2.1732 0.9914 0.6967 1.26
O -2.9716 2.8711 -0.7632 0.8152 -2.1156 1.6674 -0.91
O -3.6717 1.9911 1.4445 1.7639 -0.4338 -1.6676 -0.75
C -4.0052 0.5939 1.5860 -1.0306 -1.3304 1.1169 -0.07
C -4.9846 0.3498 2.8244 0.5538 -0.4135 -0.4591 -0.63
H 1.0271 2.4155 5.1646 -0.9755 -0.8658 -0.3030 0.22
H -0.3646 1.3982 6.0732 0.5821 1.5350 -0.4645 0.24
H -2.1043 2.6460 4.8224 1.1235 -0.7432 -0.8268 0.24
H -1.6904 3.6871 2.6698 0.5759 -1.1134 -0.6567 0.27
H 0.0756 3.7332 2.9722 -0.7802 -1.2027 -0.8586 0.25
H -0.9004 0.9967 2.7221 -0.1397 0.7047 -0.1439 0.46
H 1.3115 1.2177 3.0110 -0.8598 0.5262 -1.0536 0.25
H 1.4576 2.5378 1.7953 -0.9925 -0.6452 0.1659 0.25
H 0.6656 -0.3896 1.0816 0.8544 0.9155 -0.1529 0.17
H 3.5220 0.4885 0.2913 -0.9355 -0.4026 0.6905 0.26
H 3.1862 0.4945 2.0961 -0.1600 -0.2939 -1.2634 0.20
H 2.4332 -1.9207 0.3007 0.8769 0.0569 1.0839 0.23
H 4.0325 -1.8510 1.2586 -1.1643 0.4465 -0.2314 0.24
H 2.3120 -1.4008 3.4070 0.3660 -0.6779 -0.8095 0.15
H 1.1024 -2.0946 2.2529 1.1532 0.2776 0.3387 0.14
H 1.7355 -3.8221 3.1247 0.7367 -0.1839 -0.0980 0.47
H -0.6563 1.9055 -1.3396 0.7076 -0.0382 0.8781 0.23
H 0.2201 3.0330 -0.2215 -0.2411 -1.1777 -0.1837 0.20
H -1.3331 0.4647 0.6580 0.1911 1.3083 0.3136 0.26
H -3.1252 2.1424 -1.4020 -0.0988 0.8484 -0.1345 0.51
H -4.4859 0.2057 0.6343 0.4210 0.5183 1.0435 0.19
H -3.1117 -0.0811 1.7786 -0.5937 0.9611 -0.2450 0.14
H -4.9710 -0.7642 3.0401 -0.1540 1.2451 -0.3577 0.22
H -4.5968 0.8413 3.7677 -0.4999 -0.2931 -1.2255 0.22
H -6.0406 0.6536 2.5854 1.1731 -0.1301 0.3732 0.24
C 0.3482 -3.1560 -4.3876 -0.1171 -0.5002 0.4947 -0.14
C -0.0658 -2.4837 -5.7182 -0.2786 0.4118 0.7339 0.60
C 1.0476 -2.2028 -6.7360 0.0954 -0.1526 -0.8791 0.52
F 2.0066 -1.3905 -6.2657 0.0215 0.0863 0.4082 -0.32
F 0.5297 -1.5925 -7.8292 -0.2854 -0.1226 0.1725 -0.32
F -0.7622 -1.3575 -5.4370 0.1784 0.0930 -0.1067 -0.32
F -0.9479 -3.3301 -6.3203 0.3719 -0.1512 -0.0893 -0.32
O 0.5583 -2.3177 -3.2336 0.6713 0.8250 -0.6687 -0.52
C 1.8037 -1.6869 -3.0602 -0.7601 -1.5819 -0.5631 0.85
C 1.7165 -0.1599 -3.1722 -0.2014 0.7675 0.0034 0.50
F 1.1728 0.2284 -4.3414 -0.0764 -0.2848 -0.1136 -0.32
F 2.9486 0.3977 -3.1100 0.1208 -0.3678 0.2095 -0.32
F 2.7026 -2.2293 -3.8941 0.2179 0.4217 -0.0353 -0.31
F 2.2151 -2.0087 -1.8145 -0.0503 0.3950 0.1474 -0.33
H -0.5038 -3.7749 -4.0978 -0.0364 0.2416 -0.0595 0.23
H 1.1696 -3.8619 -4.5226 0.1228 0.2777 -0.1408 0.21
H 1.5152 -3.1354 -7.0662 -0.1022 -0.0877 0.1332 0.15
H 1.1085 0.2580 -2.3674 0.1232 -0.3363 0.0495 0.16
```
Forces are in eV/Å.

- total charge = +1
- HOMO level (hartree) = -0.4803
- 2S+1 = 1
- ΔE to the lowest compared entry with this formula, charge and spin (kcal/mol) = 0.0

=====

# 3
Formula: C17H29Cl10F2NO8
Source: the Open Molecules 2025 dataset
Level of theory: ωB97M-V/def2-TZVPD

```
67
Properties=species:S:1:pos:R:3:forces:R:3:nbo_charge:R:1
C 10.1101 -4.6838 -12.4198 0.2526 0.7292 0.1400 -0.48
N 9.8110 -5.8092 -11.5516 -0.8476 -1.7563 1.8468 0.52
O 9.2122 -5.5906 -10.4776 0.7850 0.0314 -1.4703 -0.42
O 10.1484 -6.9291 -11.8978 -0.1841 0.7796 -0.0281 -0.35
H 9.3474 -4.6329 -13.1968 0.0930 -0.0749 0.0573 0.24
H 11.1052 -4.8623 -12.8273 -0.2129 0.1838 -0.0225 0.25
H 10.0529 -3.8249 -11.7512 0.1570 0.1200 -0.4603 0.24
C 8.0128 -8.1570 -8.7348 -2.2125 0.6369 -1.3764 -0.15
C 9.2141 -9.0054 -8.6967 0.6426 -1.0354 -0.1094 0.44
O 10.1822 -8.0751 -8.2681 0.6170 -0.6579 1.2626 -0.48
C 9.5776 -7.2503 -7.4322 -0.6713 2.6081 0.6655 0.98
O 10.1287 -6.4751 -6.6872 -0.9256 -1.1837 -0.8431 -0.59
O 8.2083 -7.3054 -7.6778 2.4079 1.7864 2.5737 -0.48
F 9.7248 -9.3806 -9.8622 -0.4581 -0.9434 -1.5746 -0.32
H 6.9886 -8.4566 -8.5123 0.2673 -1.2903 -0.6079 0.21
H 8.0209 -7.5898 -9.6655 -0.0215 0.0503 -0.2627 0.21
H 9.1039 -9.8841 -8.0611 0.4294 0.0029 0.3128 0.16
C 4.4558 -10.8547 -7.1589 -0.7228 -1.3129 0.9429 -0.14
C 3.2804 -9.9463 -6.8294 1.9807 1.0235 1.8572 0.44
O 2.7468 -10.4412 -5.5984 -0.2681 1.4546 -0.9321 -0.48
C 3.3825 -11.5460 -5.2478 -1.8041 -3.4307 0.5139 0.96
O 2.9262 -12.3883 -4.5026 1.1213 1.7229 -0.2627 -0.57
O 4.4288 -11.7815 -6.0275 1.9448 0.7766 -0.3538 -0.49
F 2.4484 -10.0178 -7.8137 -2.9178 -0.4898 -2.1966 -0.31
H 5.3901 -10.3408 -7.3848 0.1380 -0.3219 0.6266 0.21
H 4.1870 -11.5601 -7.9452 0.0274 0.7149 -0.6039 0.22
H 3.4673 -8.8800 -6.7022 0.4711 -0.0494 0.3471 0.16
Cl 5.8595 -8.7776 -13.2989 0.0984 -0.2379 0.2483 -0.05
C 5.6130 -7.5484 -12.0395 -0.3665 1.3311 -0.1405 -0.40
C 5.1287 -8.1214 -10.7210 0.0313 -0.4046 0.3361 -0.37
Cl 4.7807 -6.8398 -9.4655 0.2244 -0.6048 -0.8433 -0.06
H 4.8869 -6.8507 -12.4567 -0.3448 -0.2441 0.1554 0.23
H 6.4991 -6.9162 -11.9826 0.3161 -0.5089 0.3937 0.22
H 5.8483 -8.8026 -10.2666 0.1851 0.1932 -0.1429 0.21
H 4.2358 -8.7304 -10.8622 -0.1755 0.3744 -0.0344 0.23
Cl 6.5166 -13.9441 -2.7676 0.3740 0.6754 -0.2054 -0.07
C 6.7370 -12.7182 -4.0989 0.1306 -1.0065 0.0884 -0.37
C 8.1959 -12.5667 -4.4919 0.7902 -0.7925 0.7623 -0.40
Cl 8.3227 -11.4412 -5.8296 -0.0606 0.7245 -0.6943 -0.07
H 6.3342 -11.7514 -3.7970 -0.1238 -0.2817 0.0781 0.22
H 6.1547 -13.1827 -4.8947 0.1205 0.5738 -0.0855 0.24
H 8.7276 -13.4624 -4.8131 -0.7275 -0.3418 -0.1505 0.23
H 8.8614 -12.2226 -3.7002 -0.5062 0.4319 0.2382 0.22
Cl 14.5219 -4.4078 -7.5028 -0.0204 0.0832 0.1084 -0.06
C 13.5480 -5.8326 -7.9206 -1.4464 0.2369 -0.4948 -0.39
C 12.4343 -5.4626 -8.9608 1.1910 -0.5996 0.1644 -0.37
Cl 13.2366 -5.1866 -10.5539 -0.3143 0.1877 0.0196 -0.10
H 13.0171 -6.1891 -7.0379 0.2216 0.1007 0.1499 0.23
H 14.2501 -6.5932 -8.2624 -0.3499 0.0598 -0.2265 0.23
H 11.8582 -4.5775 -8.6908 0.3509 0.0137 0.0801 0.22
H 11.7315 -6.2792 -9.1259 0.2412 -0.0928 0.1875 0.23
Cl 7.4957 -0.7984 -6.8779 0.3931 -0.6622 -0.1592 -0.06
C 8.7151 -2.1009 -7.1846 1.2814 0.5882 0.6128 -0.39
C 8.2945 -3.4985 -6.8007 -0.5303 -0.3688 -0.9196 -0.38
Cl 6.8020 -3.8556 -7.7534 -0.2322 -0.2709 0.4067 -0.09
H 9.5895 -1.8072 -6.6039 -0.1187 -0.0667 0.4557 0.22
H 9.1203 -1.9988 -8.1914 -0.8138 -0.2527 -0.2732 0.22
H 8.1772 -3.6969 -5.7353 -0.5119 0.4534 -0.1030 0.23
H 8.9488 -4.2975 -7.1495 0.5323 0.5230 -0.0445 0.25
Cl 5.9853 -13.9395 -12.5003 0.5642 0.2546 -0.2424 -0.05
C 6.6459 -12.2747 -12.5158 -1.1910 0.9161 1.4559 -0.40
C 7.3980 -11.9073 -11.2059 1.0967 -0.0601 -1.0278 -0.39
Cl 6.5239 -12.1200 -9.6558 -0.0239 0.1113 -0.5894 -0.07
H 5.7611 -11.6393 -12.5560 -0.1633 -0.0701 0.2387 0.22
H 7.1341 -11.9698 -13.4414 0.7221 -0.7214 0.2360 0.24
H 7.7609 -10.8809 -11.2594 -0.6155 0.2943 -0.0727 0.23
H 8.3531 -12.4220 -11.1015 -0.3172 -0.6138 -0.0084 0.22
```
Forces are in eV/Å.

- total charge = 0
- HOMO level (hartree) = -0.3888
- 2S+1 = 1
- SMILES = O=C1OC[C@@H](F)O1.O=C1OC[C@@H](F)O1.C[N+](=O)[O-].ClCCCl.ClCCCl.ClCCCl.ClCCCl.ClCCCl

=====

| no. | maximum force (hartree/bohr) | orbital gap (eV) |
| --- | --- | --- |
| 1 | 0.382 | 9.49 |
| 2 | 0.092 | 10.05 |
| 3 | 0.077 | 9.97 |